(1)
Density functional theory data (ωB97M-V/def2-TZVPD) for a structure of composition C12H30F5InNO3S3.

Geometry as XYZ:
```
55
Properties=species:S:1:pos:R:3:forces:R:3
In 0.120 1.513 -2.081 0.1740 0.0908 0.0642
S 0.050 -7.932 1.562 -0.0341 -0.0045 -0.0246
S -0.733 6.938 -4.201 0.0783 0.0362 0.0899
S -2.507 2.592 3.723 -0.0310 -0.1404 -0.0928
F 2.262 -4.166 2.208 -0.0174 0.0063 -0.0173
F 0.270 -3.323 0.491 -0.2717 0.0535 0.0629
F 2.080 -2.026 1.992 0.0206 -0.0403 0.0103
F 3.713 -3.077 1.024 -0.0327 -0.0022 0.0615
F 1.807 -4.642 -0.306 0.0603 -0.1601 -0.1145
O -0.175 -9.290 0.996 0.0118 -0.0290 0.0154
O -1.568 3.476 2.999 0.0360 0.2497 0.1723
O -0.773 5.465 -4.111 -0.1477 0.0153 -0.1349
N -1.592 0.520 -2.934 0.0177 -0.0734 0.1474
C -0.682 7.546 -2.505 -0.0067 0.0343 0.0065
C -3.951 3.589 4.139 -0.0167 0.0078 -0.0056
C 2.413 -3.141 1.347 0.0912 0.1048 -0.0918
C 1.559 -3.350 0.078 0.1369 -0.0104 0.1964
C 0.970 7.376 -4.599 0.0131 0.0322 -0.0110
C 1.715 -7.448 1.107 0.0521 -0.0061 0.0021
C -3.319 1.592 2.470 -0.0164 -0.0549 0.0386
C 1.665 -0.914 -0.759 0.0696 -0.0307 0.0738
C -0.269 2.069 0.044 0.0716 -0.1576 -0.2164
C 1.813 -2.409 -1.062 0.0524 0.1143 -0.1196
C 1.724 -0.054 -2.029 -0.1869 -0.1325 -0.0476
C 0.396 -8.165 3.312 0.0047 0.0411 0.0310
H 1.160 7.025 -5.611 -0.0036 -0.0022 0.0045
H 2.399 -8.256 1.369 -0.0164 -0.0162 -0.0033
H -4.302 4.094 3.239 0.0105 -0.0014 -0.0057
H -4.729 2.952 4.559 0.0001 0.0012 0.0000
H 1.724 -7.276 0.034 -0.0128 -0.0059 0.0058
H -0.126 3.141 0.196 -0.0955 -0.0476 0.0881
H -1.293 1.807 0.328 0.0564 0.1041 0.0112
H 1.632 6.865 -3.901 -0.0107 -0.0176 0.0012
H 0.730 -0.767 -0.205 0.0425 -0.0142 -0.0333
H 1.559 -0.689 -2.910 0.0528 0.0754 0.0070
H -0.518 8.624 -2.501 -0.0017 -0.0025 0.0069
H -0.520 -8.521 3.778 0.0000 -0.0025 -0.0079
H -1.748 -0.355 -2.434 -0.0249 0.0293 -0.0395
H 0.108 7.021 -1.970 -0.0055 -0.0204 -0.0067
H -1.645 7.313 -2.055 0.0041 -0.0044 -0.0034
H -2.559 0.940 2.045 -0.0026 0.0151 -0.0036
H 0.568 2.881 -3.090 0.0282 0.0066 -0.0258
H 1.091 -2.694 -1.834 0.0512 -0.0140 0.0231
H 2.814 -2.625 -1.447 -0.0608 0.0056 -0.0158
H -3.634 4.323 4.877 0.0019 -0.0022 -0.0040
H 2.469 -0.611 -0.080 -0.1057 0.0127 0.0501
H 2.716 0.394 -2.136 -0.0321 -0.0443 -0.0577
H 1.097 8.458 -4.549 0.0063 -0.0036 -0.0024
H 0.413 1.542 0.721 -0.0473 0.0362 0.0151
H 1.977 -6.524 1.620 0.0000 0.0021 -0.0249
H -2.427 1.068 -2.739 0.0243 -0.0272 -0.0631
H 0.691 -7.212 3.752 -0.0033 -0.0054 0.0066
H -4.114 1.001 2.928 0.0017 0.0004 -0.0017
H 1.186 -8.909 3.421 -0.0022 -0.0056 -0.0105
H -3.708 2.249 1.692 0.0165 0.0045 -0.0067
```
Positions in Å, forces in eV/Å.

Values from the calculation:
HOMO energy in eV: -4.0
Net charge: -1
Frontier orbital gap in eV: 6.301
DFT total energy in eV: -71827.817
Max |F| in eV Å⁻¹: 0.3

(2)
Density functional theory data (ωB97M-V/def2-TZVPD) for a structure of composition C12H30InN2O7.

Geometry as XYZ:
```
52
Properties=species:S:1:pos:R:3:forces:R:3
In -1.134 -0.680 -1.669 0.1842 0.0645 0.1743
O -2.354 -7.156 5.726 0.1270 -0.0634 0.0629
O -1.343 -1.696 4.310 0.0281 0.0578 0.1571
O -2.112 -2.334 -0.884 0.0704 -0.0571 0.0129
O -2.316 -1.559 2.392 -0.1072 0.2771 -0.0419
O 5.513 1.475 -1.626 -0.0428 0.0490 -0.2316
O -1.818 -0.541 -3.619 0.0422 -0.0590 -0.0472
O -3.556 -6.122 4.271 -0.0417 0.0208 -0.1178
N -1.869 -2.179 3.326 0.0441 -0.2735 -0.1262
N -3.384 -6.643 5.349 -0.0821 -0.0143 0.0662
C -0.543 3.700 -2.690 -0.0167 -0.0927 -0.1003
C -1.763 1.077 -0.472 0.0811 0.2191 -0.0887
C 0.489 2.644 -3.109 0.0129 -0.0024 -0.0942
C -2.238 2.332 -1.239 -0.0498 0.0365 -0.0393
C 1.623 2.375 -2.115 -0.0459 0.0645 0.0918
C 4.355 1.779 -0.861 -0.0039 -0.1347 -0.0300
C 5.900 0.128 -1.511 0.0018 -0.0198 0.1492
C -1.977 -3.663 3.244 0.0427 0.0216 -0.0046
C -1.228 3.500 -1.336 0.0272 -0.0107 0.0798
C -4.530 -6.661 6.302 -0.0153 0.0194 -0.0138
C 2.837 3.282 -2.317 -0.0281 0.0269 -0.0730
C 3.890 3.186 -1.209 0.0696 0.0396 0.0240
H -2.568 0.727 0.183 0.0525 -0.0349 -0.0522
H 4.787 3.742 -1.505 -0.0912 0.0437 0.1149
H -3.139 2.734 -0.756 0.0322 -0.0627 -0.0616
H 0.945 2.981 -4.050 -0.0898 -0.1005 0.0044
H -0.477 3.378 -0.548 -0.0458 0.0720 -0.0190
H 1.907 1.326 -2.203 0.0329 0.0157 -0.0312
H 6.482 -0.034 -0.593 -0.0542 -0.0577 -0.0341
H -1.977 0.368 -3.877 -0.0627 0.1125 -0.0145
H 3.585 1.034 -1.094 -0.0099 0.0767 0.1420
H -2.306 -2.116 0.031 -0.1042 -0.0160 0.0699
H 3.500 3.667 -0.305 -0.0292 -0.0741 -0.0353
H 1.266 2.491 -1.086 -0.0213 -0.0614 -0.0476
H -4.205 -6.142 7.198 -0.0026 -0.0018 0.0123
H -1.331 3.718 -3.456 0.1188 0.0711 0.0190
H -2.551 2.067 -2.259 -0.0299 0.0514 0.0645
H -0.936 1.352 0.197 -0.0903 -0.0272 -0.0200
H -0.016 1.704 -3.347 -0.0521 0.0071 0.1237
H -3.031 -3.902 3.148 0.0374 0.0029 -0.0070
H -0.073 4.692 -2.720 0.0024 -0.0387 0.0989
H 6.517 -0.129 -2.373 -0.0014 0.0539 0.0488
H -4.736 -7.702 6.532 0.0011 -0.0034 0.0093
H 3.293 3.066 -3.291 -0.0145 -0.0313 0.0796
H -1.744 4.441 -1.109 0.0061 -0.0783 0.0104
H 5.026 -0.534 -1.489 0.0605 -0.0060 -0.0549
H 0.622 -0.959 -1.647 0.0038 -0.0532 -0.0897
H 2.498 4.326 -2.364 0.0368 -0.0770 -0.0468
H -5.370 -6.172 5.827 -0.0090 0.0001 0.0072
H 4.582 1.688 0.212 0.0513 0.0457 -0.0579
H -1.538 -4.087 4.138 -0.0102 -0.0113 -0.0082
H -1.453 -3.969 2.343 -0.0154 0.0139 -0.0343
```
Positions in Å, forces in eV/Å.

Values from the calculation:
HOMO energy in eV: -4.3
Net charge: -1
Frontier orbital gap in eV: 5.791
DFT total energy in eV: -35411.626
Max |F| in eV Å⁻¹: 0.3

(3)
Density functional theory data (ωB97M-V/def2-TZVPD) for a structure of composition C12H30LiO6 in a non-equilibrium geometry.

Geometry as XYZ:
```
49
Properties=species:S:1:pos:R:3:forces:R:3
O -0.073 0.172 2.066 -0.9341 0.4152 -0.4955
O 1.704 0.982 -0.283 -0.6114 -0.2169 -0.0162
O -0.030 -0.662 -1.988 2.4573 1.1655 0.8860
O 0.976 -1.882 0.603 0.9402 0.4500 1.4913
O -2.204 -0.447 -0.190 -0.0445 -1.7126 0.1765
O -0.890 1.943 -0.075 -2.1408 -0.9239 -0.4468
C 1.144 -3.211 0.161 -0.6623 -0.8736 -1.4235
C 1.368 -1.811 2.018 -0.5251 0.0277 -0.2330
C -2.000 1.700 -0.976 -0.0859 0.9114 0.3509
C -0.705 1.276 2.742 1.1987 -0.3482 1.7210
C 2.188 0.200 -1.404 0.7407 1.0589 1.0448
C 1.176 -0.077 -2.539 0.7806 -0.2009 1.7861
C 1.035 -0.443 2.715 -0.1365 -0.8224 -0.2582
C -0.839 -1.220 -2.912 -2.3250 -0.9603 -1.9205
C -0.157 3.047 -0.480 0.8356 0.4611 -0.1566
C -2.949 0.713 -0.355 0.5024 0.2792 0.2113
C -2.936 -1.589 0.299 0.8103 0.5375 -0.0363
C 2.699 1.556 0.576 0.5390 0.3666 -0.6799
Li -0.083 -0.190 0.086 0.0894 0.1951 0.1368
H 1.862 -3.909 0.593 0.3981 0.8470 0.9833
H 0.904 -2.690 2.466 -0.5052 0.3134 0.5028
H 1.463 -3.229 -0.882 -0.2663 0.4232 -0.2134
H 0.759 -0.593 3.759 0.0716 -0.4413 0.1199
H -2.589 2.593 -1.188 0.1362 0.5795 0.3804
H -1.641 1.419 -1.966 0.2395 -0.5535 0.0343
H -1.721 -1.674 -2.459 0.2694 -0.1235 0.5029
H -3.874 -1.715 -0.241 -0.0264 0.0019 -0.0395
H 0.209 2.843 -1.487 0.2749 0.4446 -0.1775
H 3.265 2.331 0.059 0.1933 -0.0613 -0.5920
H 0.689 3.164 0.197 -0.0612 -0.0716 -0.1651
H 0.990 0.801 -3.157 -0.4010 0.1315 0.1597
H -3.286 1.066 0.620 -0.0826 0.2950 0.1808
H -0.270 2.244 2.494 -0.2274 -0.0882 -0.5760
H -1.299 -0.513 -3.603 0.1791 0.6601 -0.1829
H 1.776 -0.771 -3.128 -0.4923 -0.4590 -0.4157
H 1.925 0.185 2.746 -0.0242 0.2168 -0.3574
H 3.042 0.745 -1.805 -0.0037 0.1290 -0.5502
H 0.190 -3.732 0.231 -0.2679 -0.0801 -0.0314
H 2.301 2.128 1.414 -0.8327 -0.5042 0.0361
H 2.430 -2.046 2.087 0.3409 0.4680 -0.0570
H -0.495 1.185 3.808 0.4198 -0.1918 0.2865
H -1.792 1.290 2.809 -0.0427 -0.3343 -1.2620
H -2.275 -2.442 0.144 -0.1745 -0.0402 -0.0391
H -0.723 3.978 -0.447 -0.3417 0.0206 -0.1304
H -0.404 -1.973 -3.568 0.5880 -0.2001 0.2291
H -3.107 -1.489 1.371 -0.1959 0.0499 0.0638
H 2.652 -0.673 -0.944 -0.3830 -0.6501 -0.3933
H -3.839 0.565 -0.967 -0.0359 -0.0983 -0.3290
H 3.434 0.858 0.978 -0.1747 -0.4924 -0.1058
```
Positions in Å, forces in eV/Å.

Values from the calculation:
HOMO energy (alpha / beta) in eV: -1.7 / -10.2
Multiplicity: 2
Frontier orbital gap (alpha / beta) in eV: 1.699 / 10.407
ΔE to the lowest compared entry with this formula, charge and spin in kJ/mol: 58.4
DFT total energy in eV: -25415.009
Max |F| in eV Å⁻¹: 3.2

(4)
Density functional theory data (ωB97M-V/def2-TZVPD) for a structure of composition C12H30LiO6 in a non-equilibrium geometry.

Geometry as XYZ:
```
49
Properties=species:S:1:pos:R:3:forces:R:3
O 4.253 -7.235 -7.045 -1.0246 0.0885 0.7791
O 2.319 -4.973 -7.051 0.0098 1.1982 0.3048
O 4.031 -7.558 -4.263 0.6928 -2.1592 -0.5131
O 1.137 -7.053 -5.617 -0.9186 -0.0364 -0.4072
O 4.789 -4.917 -5.882 0.6509 1.4740 1.4293
O 2.857 -5.092 -3.939 -1.8360 -0.3393 0.6958
C 1.756 -4.074 -3.860 2.3587 -0.5512 0.1394
C 5.290 -3.786 -5.141 -1.2264 0.1144 0.5501
C 5.078 -6.334 -7.666 1.7716 0.6234 -1.0744
C 5.786 -5.568 -6.625 0.0275 1.1866 0.7240
C 0.892 -8.415 -5.199 1.5375 0.8116 -0.1019
C 0.563 -6.700 -6.924 1.1188 0.1048 1.8474
C 2.550 -3.572 -7.485 -1.2733 -0.8331 -0.2491
C 3.639 -8.118 -7.944 0.1627 -1.5769 0.1634
C 4.007 -7.033 -2.955 -0.3340 0.7915 -0.6292
C 2.867 -6.036 -2.825 -0.3861 0.9001 -0.3401
C 4.917 -8.754 -4.365 -0.5575 0.3146 0.1270
C 0.910 -5.239 -6.974 -0.9698 0.6292 -2.1477
Li 3.142 -6.105 -5.619 0.1318 -0.3307 -0.0678
H 2.331 -3.541 -8.552 0.0481 0.0027 -0.1039
H 4.426 -8.833 -8.179 0.0441 0.1221 -1.3400
H 6.439 -4.791 -7.024 0.2235 -0.1671 -0.5275
H 4.627 -9.602 -3.745 -0.6371 0.4217 0.6294
H 4.949 -6.498 -2.840 0.2426 -0.1907 0.7041
H 6.207 -3.885 -4.560 0.3287 -0.8122 -0.3710
H 1.263 -8.573 -4.186 -0.0730 0.5412 0.2753
H 2.940 -8.814 -7.480 -0.3060 0.4896 0.7382
H 1.661 -8.906 -5.795 -1.0206 -1.4290 -0.3010
H 5.393 -2.883 -5.743 0.0668 -0.1365 -0.4924
H -0.165 -8.679 -5.191 0.1821 -0.2515 -0.7107
H 3.787 -7.812 -2.225 0.5176 -0.0506 0.2549
H 0.943 -7.250 -7.784 0.7527 -0.2113 0.2027
H 1.812 -2.930 -7.004 -0.0689 0.0115 0.1695
H 1.910 -6.542 -2.697 -0.2032 -0.1363 -0.5829
H 1.969 -3.433 -4.715 -0.2156 -0.0255 0.0510
H 4.584 -5.686 -8.390 -0.5564 0.2163 0.1938
H 5.922 -6.714 -8.241 -0.1058 -1.2191 -0.3585
H 4.900 -9.232 -5.344 -0.2031 0.9175 -0.3444
H 0.447 -4.915 -7.906 0.0546 0.3562 -0.4405
H 0.383 -4.640 -6.232 0.3836 -0.1695 0.5487
H 4.536 -3.571 -4.384 -0.0793 0.0076 -0.1464
H -0.503 -6.912 -6.997 -0.2785 0.4343 0.5462
H 2.973 -5.458 -1.907 0.3486 0.0480 0.2194
H 5.949 -8.543 -4.082 0.0330 0.5237 -0.1123
H 3.523 -3.108 -7.328 0.2044 -1.0081 0.4033
H 0.723 -4.422 -3.886 0.2874 -0.5461 0.0853
H 3.072 -7.630 -8.736 0.5177 0.0960 -0.4023
H 6.382 -6.177 -5.945 0.0894 -0.4137 -0.1033
H 2.000 -3.521 -2.954 -0.5131 0.1685 0.0855
```
Positions in Å, forces in eV/Å.

Values from the calculation:
HOMO energy (alpha / beta) in eV: -1.6 / -10.3
Multiplicity: 2
Frontier orbital gap (alpha / beta) in eV: 1.491 / 10.559
ΔE to the lowest compared entry with this formula, charge and spin in kJ/mol: 94.2
DFT total energy in eV: -25414.638
Max |F| in eV Å⁻¹: 2.4